Computed, not measured: the molecule C5H8N2S, with ωB97M-V with the def2-TZVPD basis set.

Geometry (Å):
C -0.704 0.769 -0.462
C 0.706 0.928 0.147
C 1.422 -0.337 -0.299
C 1.258 -1.593 0.471
C -0.855 -0.767 -0.407
H -1.899 1.238 1.095
H -2.596 1.449 -0.314
H -0.632 1.042 -1.535
H 0.627 0.987 1.251
H 1.181 1.829 -0.213
H 2.234 -0.243 -0.974
H 0.806 -1.552 1.464
H 1.965 -2.412 0.326
N -1.710 1.573 0.150
N 0.393 -1.316 -0.669
S -2.197 -1.594 -0.029

SMILES: N[C@H]1C[C@H]2CN2C1=S
E_HOMO (Ha): -0.31895
Total charge: 0
HOMO-LUMO gap (eV): 8.9
LUMO (eV): 0.19



Computed, not measured: a structure of composition C7H13NO, with ωB97M-V with the def2-TZVPD basis set.

Geometry (Å):
C -1.326 0.393 1.352
C 2.240 0.878 -0.660
C -2.326 0.512 0.217
C 0.329 1.060 0.818
C 0.961 0.298 -0.088
C 0.542 -1.042 -0.561
N 0.110 -1.079 -1.893
C 0.570 -2.133 0.220
O 0.529 2.184 1.402
H -0.625 1.433 1.659
H 0.210 -1.962 -2.372
H 0.382 -0.294 -2.462
H -1.727 0.838 2.290
H -1.029 -0.614 1.620
H 2.438 1.863 -0.238
H 3.091 0.228 -0.437
H 2.187 0.986 -1.748
H 0.931 -2.069 1.235
H 0.257 -3.105 -0.144
H -1.977 -0.036 -0.656
H -2.470 1.557 -0.067
H -3.295 0.105 0.513

E_HOMO (Ha): -0.29077
Total charge: 0
HOMO-LUMO gap (eV): 8.8
LUMO (eV): 0.90



Computed, not measured: a structure of composition C27H27AsN6OPdS, with ωB97M-V with the def2-TZVPD basis set.

Geometry (Å):
Pd -0.317 1.343 -1.039
C 2.298 5.234 -1.035
C 1.681 3.889 -0.952
N 0.436 3.637 -0.719
N -0.504 4.586 -0.495
C -1.724 4.215 -0.055
N -2.670 5.111 0.135
S -2.021 2.555 0.309
C 2.500 2.677 -1.144
C 3.893 2.687 -1.054
C 4.607 1.534 -1.344
C 3.916 0.392 -1.727
C 2.526 0.437 -1.732
N 1.844 1.534 -1.428
H 1.706 5.922 -1.640
H 3.290 5.196 -1.475
H 2.390 5.671 -0.038
H -0.305 5.571 -0.695
H -2.531 6.109 0.007
H -3.591 4.839 0.463
H 4.418 3.579 -0.746
H 5.686 1.532 -1.289
H 4.434 -0.511 -2.015
H 1.945 -0.438 -2.030
N -3.009 1.455 -3.260
C -3.051 0.483 -2.341
N -4.227 -0.029 -1.992
O -1.993 0.078 -1.766
H -3.831 1.706 -3.791
H -2.121 1.701 -3.683
H -5.076 0.191 -2.490
H -4.272 -0.737 -1.276
C 1.690 -5.718 -1.050
C 0.626 -5.220 -1.790
C 0.164 -3.936 -1.531
C 0.724 -3.202 -0.489
C 1.803 -3.683 0.242
C 2.250 -4.973 -0.024
As -0.155 -1.442 -0.059
C 0.543 -0.917 1.679
C 1.796 -0.426 1.978
C 2.124 -0.113 3.303
C 1.183 -0.261 4.323
C -0.086 -0.727 4.037
C -0.431 -1.066 2.714
C -1.679 -1.633 2.291
C -2.776 -1.916 3.130
C -3.859 -2.616 2.637
C -3.884 -3.039 1.305
C -2.834 -2.706 0.436
C -1.748 -2.004 0.910
H 2.098 -6.692 -1.296
H 0.180 -5.803 -2.584
H -0.626 -3.515 -2.144
H 2.269 -3.108 1.030
H 3.048 -5.384 0.579
H 2.549 -0.316 1.205
H 3.119 0.234 3.541
H 1.453 -0.028 5.342
H -0.802 -0.855 4.834
H -2.765 -1.603 4.162
H -4.690 -2.851 3.285
H -4.726 -3.614 0.940
H -2.883 -3.015 -0.602

E_HOMO (spin up / spin down) (Ha): -0.68987 / -0.68955
Total charge: +4
HOMO-LUMO gap (spin up / spin down) (eV): 3.4 / 3.4
LUMO (spin up / spin down) (eV): -15.39 / -15.41



Computed, not measured: a structure of composition C24H44Br3F6N2O14P4S, with ωB97M-V with the def2-TZVPD basis set.

Geometry (Å):
C -2.728 -6.971 2.258
C -3.443 -6.247 0.996
O -2.826 -6.678 -0.262
C -2.189 -5.562 -0.924
C -0.854 -5.060 -0.142
O -0.983 -3.626 0.029
C 0.101 -3.155 0.892
C -0.220 -1.596 1.257
Br -2.080 -1.944 2.031
N -0.244 -0.712 0.054
P 1.182 -0.981 -1.079
C 0.785 -2.426 -2.283
O 2.591 -1.372 -0.139
C -0.293 0.790 0.350
C -1.799 1.273 0.760
C -2.881 1.003 -0.391
C -3.839 2.288 -0.674
S -4.586 1.982 -2.337
O -3.568 1.621 -3.402
O -5.479 0.761 -2.172
O -5.498 3.251 -2.917
C 0.024 1.608 -1.003
O -0.504 2.994 -0.966
C -0.829 3.448 -2.279
C 0.110 3.268 -3.562
O -1.937 4.026 -2.446
C 0.598 1.209 1.623
P 1.744 2.718 1.354
N 3.066 2.312 0.500
O 1.433 0.168 2.171
C 0.652 -1.038 2.505
C 1.798 -2.080 3.019
C 1.276 -3.117 4.131
C 2.216 -4.444 4.116
F 2.406 -4.941 2.763
Br 3.943 -4.163 5.032
C 1.419 -5.648 4.877
F 0.533 -6.300 3.942
F 2.306 -6.654 5.332
Br 0.328 -5.041 6.407
P -0.438 -0.759 4.084
P 0.816 0.144 5.672
O 0.975 -0.763 6.888
O 2.291 0.724 5.019
O -0.013 1.556 6.236
H -2.205 -6.158 2.883
H -3.436 -7.590 2.897
H -1.887 -7.632 1.845
H -4.553 -6.528 1.056
H -3.306 -5.113 1.080
H -1.912 -5.926 -1.983
H -2.926 -4.689 -1.067
H -0.796 -5.617 0.861
H 0.041 -5.350 -0.797
H 1.137 -3.342 0.481
H -0.002 -3.817 1.836
H -1.067 -1.017 -0.522
H 1.571 -2.341 -3.111
H -0.283 -2.347 -2.674
H 0.983 -3.439 -1.766
H 3.290 -1.735 -0.736
H -1.830 2.410 0.977
H -2.110 0.857 1.793
H -3.600 0.200 0.026
H -2.465 0.574 -1.362
H -3.292 3.280 -0.559
H -4.696 2.230 0.092
H -5.504 3.117 -3.904
H -0.501 1.148 -1.926
H 1.148 1.788 -1.200
H -0.467 3.658 -4.463
H 0.219 2.129 -3.726
H 1.151 3.725 -3.442
H -0.090 1.552 2.494
H 2.252 3.078 2.654
H 1.042 3.850 0.819
H 2.950 1.310 0.239
H 2.550 -1.399 3.577
H 2.396 -2.542 2.170
H 1.426 -2.661 5.169
H 0.215 -3.513 3.953
H -1.414 0.278 3.834
H 2.514 1.599 5.428
H 0.392 2.364 5.850
C 2.344 8.732 -6.498
C 1.572 7.872 -5.516
O 2.099 6.534 -5.485
C 3.217 6.357 -4.754
O 3.779 7.233 -4.152
C 3.638 4.890 -4.770
F 3.614 4.358 -6.007
F 2.821 4.123 -4.007
F 4.883 4.701 -4.303
H 2.355 8.268 -7.488
H 1.895 9.724 -6.577
H 3.385 8.849 -6.190
H 0.532 7.793 -5.838
H 1.567 8.308 -4.514

E_HOMO (Ha): -0.41586
Total charge: +1
HOMO-LUMO gap (eV): 7.7
LUMO (eV): -3.61



Computed, not measured: a structure of composition C8H23Be2N10O14, with ωB97M-V with the def2-TZVPD basis set.

Geometry (Å):
Be 11.190 14.941 22.636
Be 9.566 14.203 19.136
O 9.382 11.106 21.758
C 10.043 12.237 21.984
O 9.966 13.235 21.204
O 10.803 12.395 22.973
H 9.789 10.516 22.419
O 9.102 18.070 21.098
C 9.309 16.963 20.371
O 9.867 15.944 20.901
O 8.990 16.883 19.165
H 9.639 17.901 21.888
O 13.879 14.299 18.911
C 12.552 14.385 19.147
O 11.753 14.521 18.162
O 12.090 14.546 20.277
H 13.916 14.774 18.036
C 13.592 18.212 17.332
O 14.480 17.378 17.551
N 13.693 19.496 17.753
N 12.417 17.859 16.765
H 13.111 20.296 17.586
H 14.585 19.724 18.164
H 12.180 16.933 16.464
H 11.768 18.564 16.457
C 14.680 14.114 22.819
O 13.484 14.086 23.139
N 15.086 14.344 21.527
N 15.725 13.814 23.638
H 15.889 13.856 21.172
H 14.383 14.557 20.837
H 16.628 13.781 23.202
H 15.748 13.653 24.627
C 17.972 17.466 18.157
O 17.842 18.053 17.095
N 17.048 16.696 18.812
N 19.163 17.592 18.876
H 16.123 16.652 18.397
H 17.049 16.464 19.786
H 19.275 17.096 19.734
H 19.794 18.226 18.419
C 12.913 17.979 21.708
O 12.442 16.982 22.324
N 13.022 18.055 20.354
N 13.349 19.090 22.369
H 12.554 17.391 19.758
H 13.300 18.920 19.927
H 14.035 19.668 21.919
H 13.212 19.154 23.361
C 13.861 12.950 15.272
O 14.173 13.382 14.167
N 12.709 12.227 15.540
N 14.651 13.138 16.392
H 12.172 12.274 16.383
H 12.306 11.746 14.755
H 14.408 12.784 17.294
H 15.573 13.508 16.237

E_HOMO (Ha): -0.42313
Total charge: +1
HOMO-LUMO gap (eV): 5.1
LUMO (eV): -6.37



Computed, not measured: a structure of composition C14H18CoF5N5O13P2, with ωB97M-V with the def2-TZVPD basis set.

Geometry (Å):
Co -0.563 -0.092 -0.087
O -1.874 2.162 -0.907
P -0.356 2.352 -1.535
O -0.358 3.168 -2.760
O 0.238 0.957 -1.555
O 0.275 3.182 -0.307
P 0.302 2.677 1.249
O -1.176 3.106 1.743
O 1.311 3.427 2.011
O 0.362 1.162 1.211
H -2.377 1.562 -1.476
H -1.828 2.706 1.146
C 1.805 -4.005 2.601
N 1.910 -3.745 1.169
C 1.060 -4.631 0.391
C 1.901 -2.387 0.785
N 0.999 -1.857 0.046
N 2.977 -1.670 1.253
C 4.191 -2.297 1.715
C 3.092 -0.247 0.982
H 0.755 -4.118 2.894
H 2.227 -3.178 3.168
H 2.352 -4.918 2.859
H 1.329 -5.660 0.645
H 1.244 -4.477 -0.671
H -0.004 -4.483 0.602
H 0.240 -2.514 -0.106
H 4.148 -3.373 1.572
H 4.381 -2.087 2.775
H 5.041 -1.901 1.147
H 3.947 -0.069 0.318
H 3.244 0.313 1.908
H 2.192 0.124 0.512
F -2.025 -0.282 -2.498
C -1.739 -1.055 -1.357
F -1.223 -2.241 -1.877
C -3.166 -1.444 -0.918
F -3.925 -1.901 -1.950
F -3.812 -0.356 -0.437
F -3.208 -2.392 0.014
O -1.287 -3.095 1.934
C -1.161 -1.903 2.231
O -1.371 -0.866 1.553
C -0.646 -1.625 3.642
C -0.978 -2.493 4.671
C -0.453 -2.276 5.933
C 0.436 -1.250 6.192
C 0.776 -0.434 5.132
C 0.237 -0.572 3.864
N 1.799 0.603 5.383
O 2.001 0.921 6.544
O 2.404 1.032 4.434
N -0.819 -3.178 7.035
O -1.619 -4.061 6.807
O -0.319 -2.981 8.126
H -1.625 -3.334 4.470
H 0.858 -1.098 7.172
H 0.481 0.107 3.045

E_HOMO (spin up / spin down) (Ha): -0.12524 / -0.12692
Total charge: -2
HOMO-LUMO gap (spin up / spin down) (eV): 6.7 / 6.8
LUMO (spin up / spin down) (eV): 3.32 / 3.32
2S+1: 2



Computed, not measured: the molecule C21H22F2N2O5S, with ωB97M-V with the def2-TZVPD basis set.

Geometry (Å):
C -1.754 2.279 -2.100
C -0.853 2.047 -0.897
H -0.566 2.993 -0.433
H 0.045 1.498 -1.192
O -1.548 1.326 0.129
C -1.499 -0.002 0.108
O -0.859 -0.645 -0.686
C -2.386 -0.615 1.189
C -2.420 0.259 2.443
H -2.871 1.226 2.228
C -0.983 0.470 2.950
N -0.163 -0.675 2.614
C 0.982 -0.662 1.890
O 1.431 -1.709 1.422
C 1.671 0.634 1.672
C 1.793 1.600 2.667
C 2.395 2.816 2.408
C 2.884 3.083 1.137
C 2.834 2.118 0.152
C 2.261 0.873 0.413
N 2.305 -0.132 -0.525
S 2.387 -0.006 -2.181
O 3.662 -0.480 -2.624
O 1.983 1.313 -2.574
C 1.127 -1.183 -2.666
C 0.054 -0.721 -3.399
C -0.974 -1.595 -3.696
C -0.909 -2.916 -3.265
C 0.187 -3.373 -2.553
C 1.214 -2.496 -2.249
H 2.074 -2.828 -1.690
H 0.211 -4.402 -2.233
F -1.915 -3.760 -3.539
F -2.040 -1.162 -4.387
H 0.019 0.311 -3.710
H 2.054 -1.042 -0.139
H 3.250 2.296 -0.825
H 3.338 4.038 0.924
H 2.484 3.552 3.192
H 1.437 1.381 3.663
C -0.884 -1.930 2.703
C -1.893 -2.024 1.549
H -1.410 -2.455 0.670
H -2.727 -2.663 1.837
H -1.387 -1.960 3.672
H -0.162 -2.745 2.650
H -0.987 0.610 4.038
H -0.564 1.363 2.487
H -3.030 -0.241 3.197
H -3.386 -0.673 0.748
H -2.630 2.858 -1.816
H -2.081 1.329 -2.514
H -1.198 2.823 -2.858

SMILES: CCOC(=O)C1CCN(C(=O)c2ccccc2NS(=O)(=O)c2ccc(F)c(F)c2)CC1
E_HOMO (Ha): -0.31543
Total charge: 0
HOMO-LUMO gap (eV): 9.1
LUMO (eV): 0.47



Computed, not measured: the molecule C3H5F2N, with ωB97M-V with the def2-TZVPD basis set.

Geometry (Å):
C 0.468 0.193 -0.363
C -0.887 0.723 0.385
C 0.089 -0.130 1.066
H 0.726 -1.675 -1.035
H 0.387 -0.540 -2.327
H 1.129 1.015 -0.560
H -0.795 1.754 0.688
H -1.811 0.360 -0.028
N 0.144 -0.856 -1.318
F -0.182 -1.377 1.491
F 0.734 0.533 2.000

SMILES: N[C@H]1CC1(F)F
E_HOMO (Ha): -0.34708
Total charge: 0
HOMO-LUMO gap (eV): 10.4
LUMO (eV): 0.95



Max |F|, respectively: 0.9 0.4 4.2 6.8 5.1 0.2 1.0 3.0 eV Å⁻¹.